[1]
44
Properties=species:S:1:pos:R:3:lowdin_charge:R:1 method="wB97M-V/def2-TZVPD" spin_multiplicity=1 total_charge=-2 homo_energy_ev=1.73 orbital_gap_ev=1.619
C 4.126 -7.603 15.108 -0.16
H 4.186 -6.583 15.487 0.09
H -2.212 -14.626 13.182 0.03
H 1.882 -11.329 16.142 0.11
H -2.966 -7.217 16.643 0.09
O 2.968 -8.158 15.609 -0.19
H 0.265 -8.087 15.770 0.11
O -5.203 -12.993 19.657 -0.45
O -2.497 -9.064 16.034 -0.15
H 3.649 -10.116 15.371 0.10
H 0.748 -14.876 19.566 0.07
H 1.652 -13.483 20.119 0.06
H -1.321 -7.815 17.092 0.08
Na -1.377 -11.526 17.367 0.45
H 5.019 -8.123 15.455 0.08
S -4.658 -12.440 18.485 0.07
H -3.261 -14.531 14.596 0.06
H -1.457 -12.694 14.911 0.05
C 1.647 -10.265 16.144 -0.11
C 1.274 -13.983 19.227 -0.17
H 1.715 -9.804 17.130 0.12
C -2.234 -14.692 14.270 -0.12
C -1.667 -8.856 14.918 -0.22
H 4.323 -7.627 14.037 0.08
C -2.370 -8.076 16.951 -0.13
C 2.747 -9.518 15.241 -0.20
H -2.778 -8.499 17.869 0.11
H -1.913 -7.953 14.359 0.11
C -0.158 -8.851 15.117 -0.23
H 0.149 -13.583 17.632 0.01
O -1.269 -14.034 16.471 -0.36
H -0.274 -13.975 14.568 0.05
O 0.337 -13.203 18.493 -0.14
H 0.218 -8.709 14.104 0.11
H 2.120 -14.375 18.662 0.06
O -3.312 -11.897 18.620 -0.45
O -5.715 -11.368 18.473 -0.53
N 0.300 -10.153 15.485 -0.06
H 2.659 -9.587 14.156 0.11
H -2.038 -15.759 14.375 0.04
O -4.893 -13.349 17.398 -0.42
C -1.227 -13.751 15.046 -0.44
H 0.377 -10.747 14.672 0.11
H -1.984 -9.586 14.173 0.13

=====

[2]
43
Properties=species:S:1:pos:R:3:lowdin_charge:R:1 method="wB97M-V/def2-TZVPD" spin_multiplicity=1 e_above_lowest_kcal_mol=31.92 total_charge=+1 homo_energy_ev=-12.17 orbital_gap_ev=7.072
C 1.588 3.347 -0.257 -0.26
H -2.298 2.712 0.225 0.03
B 3.176 -0.019 -0.344 -1.25
H 0.460 -3.342 -2.693 0.07
H -2.029 -3.456 -1.464 0.07
C -1.947 -2.428 -1.109 -0.21
H 1.747 -2.214 -2.159 0.05
C -0.590 -1.261 3.680 -0.22
H 0.365 -1.607 -3.085 0.07
H -1.636 -1.140 3.401 0.06
H 2.529 3.125 0.237 0.04
H -1.431 2.901 -1.313 0.03
H -0.744 2.510 2.842 0.03
H -2.524 -2.305 -0.192 0.05
H 1.682 3.126 -1.316 0.04
H 0.217 -3.981 2.329 0.10
C -0.158 -3.206 1.659 -0.38
As 0.183 2.268 0.507 0.96
H -1.332 4.172 -0.081 0.04
C 0.144 2.893 2.342 -0.29
H 1.039 2.544 2.852 0.03
F 2.169 0.465 -1.273 -0.01
H -2.351 -1.750 -1.863 0.06
C 0.323 -3.449 0.250 -0.40
P 0.414 -1.567 2.221 0.71
H -0.253 -0.359 4.191 0.06
H 0.125 3.982 2.360 0.04
Pt 0.407 -0.226 0.399 0.62
C 2.091 -1.848 2.797 -0.20
H -0.041 -4.405 -0.136 0.11
F 2.912 0.632 0.908 0.02
H 1.416 -3.463 0.202 0.09
H 2.740 -2.075 1.952 0.05
F 2.902 -1.418 -0.172 0.03
H 1.326 4.394 -0.114 0.04
C 0.679 -2.335 -2.336 -0.20
H 2.475 -0.949 3.281 0.07
H 2.071 -2.675 3.510 0.07
P -0.208 -2.072 -0.800 0.71
C -1.394 3.098 -0.243 -0.28
H -1.249 -3.216 1.727 0.09
F 4.439 0.208 -0.795 0.19
H -0.477 -2.117 4.347 0.07

=====

[3]
41
Properties=species:S:1:pos:R:3:mulliken_spin:R:1 method="wB97M-V/def2-TZVPD" spin_multiplicity=8 e_above_lowest_kcal_mol=111.54 total_charge=+2 s_squared=16.097 homo_energy_ev="-13.49 / -15.75" orbital_gap_ev="6.201 / 5.910"
C 2.745 1.112 0.114 0.00
O -4.349 -0.721 0.785 0.00
H -2.542 2.042 -1.655 0.00
H 0.683 -2.110 3.930 0.02
H 0.795 -3.461 0.143 0.00
H -1.922 2.267 -3.318 0.02
H -1.444 -3.299 2.621 0.02
H 0.180 3.816 -2.402 0.02
H -1.953 -2.803 0.974 0.00
Cl -0.846 -1.662 -1.489 0.00
C 0.313 3.217 -1.495 0.05
H -0.290 3.642 -0.688 -0.01
C 1.135 -3.100 1.117 0.05
H -6.983 -2.162 -0.041 0.00
H 3.621 0.977 0.791 0.00
C 0.782 0.986 -3.250 0.06
H 1.712 -0.852 3.188 0.00
H 1.846 0.999 -3.000 0.00
P -0.189 1.477 -1.776 0.40
H 2.171 -2.764 1.023 0.00
P 0.082 -1.680 1.595 0.36
H 0.059 -0.454 3.688 -0.01
C -1.894 1.626 -2.430 0.06
C 0.692 -1.240 3.266 0.04
H -6.913 -0.431 0.438 0.00
C -1.543 -2.458 1.927 0.06
H 2.577 -0.792 0.295 0.00
Cl -4.287 -2.599 -1.068 0.00
H -2.249 0.623 -2.680 0.00
H -6.677 -0.935 -1.271 0.00
H 1.957 1.655 0.675 0.01
H 0.593 1.662 -4.091 0.02
C -6.503 -1.196 -0.223 0.00
H 1.076 -3.904 1.858 0.02
O 2.239 -0.114 -0.337 0.03
H 3.080 1.711 -0.757 0.00
Gd 0.000 0.000 0.000 5.81
H 0.498 -0.035 -3.517 0.00
H -2.220 -1.711 2.349 0.00
C -5.027 -1.323 0.018 0.00
H 1.362 3.246 -1.190 0.00

=====

[4]
46
Properties=species:S:1:pos:R:3:lowdin_charge:R:1 method="wB97M-V/def2-TZVPD" spin_multiplicity=1 total_charge=-1 homo_energy_ev=-3.27 orbital_gap_ev=5.574
Cl 5.258 -0.612 -1.354 0.49
H 0.728 -0.992 -0.363 0.08
H -0.758 2.385 3.088 0.10
H -2.007 1.608 0.522 0.05
C -0.681 1.732 2.230 -0.20
N 0.344 2.306 1.349 -0.08
H -3.669 -4.085 -3.552 -0.03
C 4.181 -1.969 -1.711 -1.01
H 3.710 -2.277 -0.785 0.02
Cl -2.420 -2.190 -1.981 0.52
C 0.689 1.503 0.196 -0.19
H 2.682 1.662 1.918 0.02
O 1.294 -0.882 0.425 -0.07
Cl 2.912 -1.523 -2.857 0.51
H 5.617 5.030 1.119 0.02
H 2.481 0.546 -0.434 0.09
C 1.806 0.454 0.410 -0.42
H 4.768 -2.770 -2.142 0.02
H -0.171 0.965 -0.197 0.06
H 1.022 2.170 -0.590 0.11
H -3.448 -1.527 2.607 -0.07
Cl -4.423 -5.820 -4.957 0.48
H 2.210 0.038 2.470 0.08
H -4.147 -0.665 -1.612 0.01
H -1.414 -1.194 2.513 -0.07
H -2.604 2.550 1.855 0.10
H -3.677 -1.019 0.610 -0.08
C -2.083 1.623 1.612 -0.35
H 3.622 0.260 1.483 0.05
O -2.873 0.587 2.100 -0.45
Cl 5.708 2.737 0.600 0.50
H 5.593 3.996 2.569 0.02
C -3.349 -0.733 -2.342 -1.02
H -3.732 -0.814 -3.352 0.00
Cl -5.728 -3.270 -4.336 0.50
C -4.632 -4.532 -3.757 -1.03
P -2.523 -1.069 1.564 0.25
C 5.208 4.133 1.566 -1.02
Cl 3.451 4.296 1.666 0.54
H -5.049 -4.963 -2.857 0.03
H 0.111 3.253 1.086 0.09
C 2.616 0.622 1.658 -0.06
H -1.629 -0.598 0.512 -0.09
Cl -2.370 0.735 -2.256 0.53
H -0.338 0.771 2.575 0.09
H -2.284 -2.458 1.133 -0.11

=====

What E_tot values result from the calculations? In sequence: -42839.3415, -103949.9619, -78268.9946, -124789.5191 eV.